Record 1
12
Properties=species:S:1:pos:R:3:lowdin_charge:R:1 method="wB97M-V/def2-TZVPD" max_force_ev_per_a=0.6 e_above_lowest_kcal_mol=42.47 e_homo_ev=-9.63 total_energy_ev=-9812.473
O 2.855 1.075 0.599 0.093
O 0.498 -1.388 0.809 0.086
N 0.273 0.485 -0.576 0.124
C 0.940 -0.285 0.173 -0.381
C -2.098 0.701 -0.110 0.016
C 2.417 -0.027 0.400 -0.168
C -1.088 0.201 -0.819 -0.244
H -1.282 -0.408 -1.702 0.114
H 3.073 -0.919 0.353 0.130
H -0.459 -1.460 0.618 0.112
H -1.915 1.314 0.766 0.065
H -3.130 0.547 -0.404 0.053

Record 2
19
Properties=species:S:1:pos:R:3:lowdin_charge:R:1 method="wB97M-V/def2-TZVPD" max_force_ev_per_a=19.8 e_above_lowest_kcal_mol=144.28 e_homo_ev=-9.26 total_energy_ev=-11509.600
O 3.137 -1.402 0.147 0.008
O 2.158 0.636 -0.038 -0.023
C -3.134 1.000 0.057 -0.117
C 0.712 -1.289 -0.052 0.029
C -2.827 -0.512 0.010 -0.154
C -0.347 -0.569 0.014 -0.061
C 2.118 -0.638 -0.101 -0.443
C 3.400 1.109 -0.087 -0.125
C -1.689 -1.114 -0.001 -0.122
H 3.270 2.363 -0.031 0.165
H -1.688 -1.942 -0.007 -0.042
H 0.851 -2.428 -0.170 0.160
H -3.758 1.159 -0.984 0.119
H -3.665 1.314 1.157 0.137
H -3.786 -1.195 -0.192 0.148
H 4.026 0.610 -0.695 0.036
H -2.210 1.612 -0.048 0.043
H 3.980 0.872 1.060 0.170
H -0.547 0.413 -0.040 0.073